(1)
A molecular structure, C5H9BrCl4NO4PSi2 in a non-equilibrium geometry, computed with the ωB97M-V functional and the def2-TZVPD basis.

Geometry as XYZ:
```
27
Properties=species:S:1:pos:R:3
C 1.605 -0.759 1.394
Si 0.040 -0.498 0.304
O -1.402 -0.991 1.217
Si -2.799 -0.416 0.309
C -2.999 1.499 0.256
C -2.240 2.313 1.460
O -1.650 3.485 1.114
N -4.354 -1.156 0.932
C -4.319 -2.509 0.627
O -4.035 -3.812 0.460
P 0.110 -1.445 -1.675
O -0.541 -0.210 -2.773
Br 2.227 -1.904 -2.363
H 1.732 0.234 2.045
H 2.611 -0.890 0.809
H 1.456 -1.625 2.196
H -0.107 0.966 0.110
H -2.715 -0.857 -1.108
H -4.157 1.754 0.356
H -2.673 1.866 -0.826
H -2.117 1.960 2.570
H -0.404 0.710 -2.365
C 5.346 0.457 -1.010
Cl 6.681 1.637 -1.018
Cl 5.041 -0.083 0.661
Cl 3.875 1.220 -1.665
Cl 5.787 -0.946 -2.016
```

Computed properties:
multiplicity: 1
total charge: 0
DFT total energy: -5886.7299 hartree

Mulliken population analysis, charges in e, atoms 1 to 2: number 1, C, carries -0.6528; number 2, Si, carries 0.5146

(2)
A gas-phase ion, C5H9BrN (charge +1) in a non-equilibrium geometry, computed with the ωB97M-V functional and the def2-TZVPD basis.

Geometry as XYZ:
```
16
Properties=species:S:1:pos:R:3
C 0.878 -0.006 1.028
C 1.313 1.452 -0.795
C -0.059 1.342 -0.962
C -0.528 -0.166 -0.800
C -0.886 -1.671 1.110
N -0.140 -0.553 0.496
Br 1.808 -0.370 2.584
H 1.832 2.086 -0.032
H 1.866 1.097 -1.618
H -0.809 1.937 -0.304
H -0.219 1.412 -2.024
H -1.667 -0.135 -0.886
H -0.012 -0.625 -1.657
H -0.847 -2.480 0.446
H -2.011 -1.313 1.336
H -0.520 -2.008 2.078
```

Computed properties:
multiplicity: 1
total charge: +1
DFT total energy: -2824.2833 hartree
relative energy (zero: lowest compared OMol25 entry of this formula, charge and spin): 2.6519 eV

Mulliken population analysis, charges in e, atoms 1 to 2: number 1, C, carries 0.2007; number 2, C, carries -0.4174

(3)
C5H9BrO6S in the gas phase in a non-equilibrium geometry, computed with the ωB97M-V functional and the def2-TZVPD basis.

Geometry as XYZ:
```
22
Properties=species:S:1:pos:R:3
O 2.222 -1.534 1.315
C 1.994 -1.341 0.199
O 1.719 -2.422 -0.597
Br 2.268 -2.173 -2.339
O 1.994 -0.156 -0.412
C 1.454 0.913 0.385
C 0.492 1.816 -0.388
C -0.979 1.329 -0.437
C -1.170 -0.158 -0.811
S -1.840 -1.196 0.522
O -0.946 -2.255 0.857
O -3.078 -1.713 0.065
O -2.150 -0.307 1.817
H 2.302 1.519 0.721
H 0.965 0.572 1.303
H 0.872 2.085 -1.378
H 0.472 2.759 0.172
H -1.432 1.600 0.519
H -1.504 1.925 -1.188
H -0.282 -0.650 -1.209
H -1.924 -0.205 -1.597
H -1.448 -0.410 2.481
```

Computed properties:
multiplicity: 1
total charge: 0
DFT total energy: -3619.4884 hartree
relative energy (zero: lowest compared OMol25 entry of this formula, charge and spin): 1.3162 eV

Mulliken population analysis, charges in e, atoms 1 to 2: number 1, O, carries -0.4682; number 2, C, carries 0.9219

Look up the DFT total energy of the second one. -2824.2833 hartree

Among the records above, which one has the highest total charge? C5H9BrN